Record 1
Here is a structure of composition CH3I2PS2 in a non-equilibrium geometry from the Open Molecules 2025 dataset. Energies are from the ωB97M-V functional and the def2-TZVPD basis.

Element x y z (Å)
I  2.37963  -1.15713  2.52750
I  -0.58602  -2.82240  0.32947
S  0.92018  0.42154  -0.25829
S  0.06926  -2.45621  -1.85801
P  0.38331  -0.09443  1.66555
C  -0.52612  1.42406  -0.65705
H  -1.21018  1.32927  0.21177
H  -0.36149  2.44805  -0.57764
H  -1.06858  0.90724  -1.38329

Its LUMO energy (spin up / spin down) is -2.16 / -2.16 eV. The value obtained for the maximum force is 3.74 eV Å⁻¹.

These are the Mulliken partial charges, in e, on atoms 1 to 6:
1. I 0.019
2. I 0.194
3. S 0.028
4. S -0.442
5. P 0.059
6. C -0.864

---

Record 2
Here is an isolated molecule of CH3IN2 in a non-equilibrium geometry from the Open Molecules 2025 dataset. Energies are from the ωB97M-V functional and the def2-TZVPD basis.

Element x y z (Å)
I  -3.07287  0.12610  -0.17996
N  -1.04167  -0.30348  -0.29488
N  1.21396  -0.33100  0.03795
C  0.01349  -0.03542  0.35859
H  0.95628  -0.79766  -0.85157
H  2.00942  0.46196  -0.10473
H  -0.07861  0.87950  1.03460

Its LUMO energy is -0.21 eV. The value obtained for the maximum force is 10.04 eV Å⁻¹. The SMILES is N/C=N/I.

These are the Mulliken partial charges, in e, on atoms 1 to 6:
1. I 0.134
2. N -0.632
3. N -0.479
4. C 0.113
5. H 0.300
6. H 0.313

---

Q: Which value of maximum force does entry 1 give?
A: 3.74 eV Å⁻¹

---

Please write out number 1 again, unchanged.
Here is a structure of composition CH3I2PS2 in a non-equilibrium geometry from the Open Molecules 2025 dataset. Energies are from the ωB97M-V functional and the def2-TZVPD basis.

Element x y z (Å)
I  2.37963  -1.15713  2.52750
I  -0.58602  -2.82240  0.32947
S  0.92018  0.42154  -0.25829
S  0.06926  -2.45621  -1.85801
P  0.38331  -0.09443  1.66555
C  -0.52612  1.42406  -0.65705
H  -1.21018  1.32927  0.21177
H  -0.36149  2.44805  -0.57764
H  -1.06858  0.90724  -1.38329

Its LUMO energy (spin up / spin down) is -2.16 / -2.16 eV. The value obtained for the maximum force is 3.74 eV Å⁻¹.

These are the Mulliken partial charges, in e, on atoms 1 to 6:
1. I 0.019
2. I 0.194
3. S 0.028
4. S -0.442
5. P 0.059
6. C -0.864

---

Q: What is the maximum force in the first record?
A: 3.74 eV Å⁻¹